A structure of composition C33H27GeN3O7SSeTa at a distorted geometry, computed with ωB97M-V/def2-TZVPD.

Largest force on an atom   2.48 eV Å⁻¹
Highest occupied orbital energy (spin up / spin down)   -8.4 / -8.4 eV
Energy above the lowest of the compared OMol25 structures with the same formula, charge and spin   1.143 eV
LUMO level (spin up / spin down)   -1.09 / -3.22 eV
Kohn-Sham gap (spin up / spin down)   7.30 / 5.16 eV
2S+1   2
E_tot   -187710.5144 eV

Atoms and positions in Å:
Ta 0.23260 -0.27789 -0.13648
C 3.25748 2.77005 0.01372
O 3.68800 2.57720 1.36284
C 3.56258 1.38344 1.98959
C 4.43353 1.19397 3.06245
C 4.45724 0.02084 3.79450
C 3.60635 -1.01513 3.44713
C 2.70925 -0.83949 2.40247
C 1.84194 -1.96218 2.06340
N 0.91622 -1.95061 1.19006
N 0.24444 -3.18315 1.01811
C -0.76991 -2.97995 0.26156
O -1.09519 -1.75869 -0.15758
C -1.57166 -4.10509 -0.25296
C -1.54632 -5.34824 0.37288
C -2.28551 -6.39439 -0.15311
C -3.04156 -6.20265 -1.30507
C -3.06399 -4.96391 -1.92855
C -2.33400 -3.90883 -1.39868
C 2.65796 0.36291 1.69611
O 1.72424 0.51813 0.72976
H 3.69469 3.71916 -0.28604
H 2.17773 2.82591 -0.06152
H 3.62073 1.97260 -0.63268
H 5.10965 2.00778 3.29117
H 5.14639 -0.08887 4.62013
H 3.62749 -1.95839 3.97780
H 1.98918 -2.89696 2.59889
H -0.94710 -5.48256 1.26333
H -2.27387 -7.36081 0.33346
H -3.61295 -7.02416 -1.71792
H -3.64869 -4.81699 -2.82714
H -2.33391 -2.93670 -1.87396
C -3.34611 0.24325 -1.53724
Ge -1.93396 1.36577 -0.85253
C -1.65096 2.87987 -2.04503
C -2.85371 3.55394 -2.28205
C -2.88866 4.68702 -3.08364
C -1.72112 5.16941 -3.65583
C -0.52156 4.51775 -3.41515
C -0.48361 3.38001 -2.61621
C -2.64362 2.22770 0.73342
C -3.89247 1.88513 1.17800
C -4.50559 2.59542 2.24474
C -3.84392 3.60981 2.86114
C -2.52787 3.96569 2.46518
C -1.80281 4.98296 3.13804
C -0.52344 5.28268 2.77660
C 0.09302 4.58725 1.70982
C -0.59362 3.61924 1.03996
C -1.92027 3.27048 1.39785
H -4.21624 0.88518 -1.67814
H -3.58535 -0.55600 -0.83734
H -3.04197 -0.18694 -2.48558
H -3.77892 3.21658 -1.82783
H -3.83041 5.19287 -3.25502
H -1.74759 6.05136 -4.28277
H 0.39578 4.89299 -3.85133
H 0.46299 2.89063 -2.44779
H -4.44594 1.07922 0.71340
H -5.50254 2.31956 2.56379
H -4.30313 4.14475 3.68426
H -2.28080 5.50918 3.95614
H 0.02616 6.05122 3.30437
H 1.11080 4.82403 1.42498
H -0.11306 3.09893 0.21901
S -1.21379 0.80873 4.28558
C -0.91717 0.44545 2.76574
N -0.69002 0.17075 1.63751
O 1.36616 -1.52671 -1.41752
Se 0.90006 -0.42897 -2.64732
O 1.63235 -0.50339 -4.07139
O 1.10904 0.95105 -1.67083
O -0.75146 -0.50978 -2.45988